Molecular formula: CHCl3O
Method: DFT, ωB97M-V/def2-TZVPD

```
! RIJCOSX wB97M-V def2-TZVPD def2/J DEFGRID3
* xyz 0 1
Cl -2.10001 -0.95094 0.02691
O -1.08890 0.22743 0.61012
C 0.55119 0.08368 -0.01843
Cl 0.42162 0.39564 -1.70350
Cl 1.44530 1.20322 0.88610
H 0.77079 -0.95903 0.19880
*
```

total energy = -1494.4146 Eh
frontier orbital gap = 0.378 Ha
SMILES = ClOC(Cl)Cl
LUMO level = 0.147 eV
energy above the lowest of the compared OMol25 structures with the same formula, charge and spin = 0.420 eV
largest force on an atom = 3.75 eV Å⁻¹
HOMO level = -10.13 eV

=====

Molecular formula: CHCl3OSi
Method: DFT, ωB97M-V/def2-TZVPD

```
! RIJCOSX wB97M-V def2-TZVPD def2/J DEFGRID3
* xyz 0 1
C -1.07736 -1.85663 0.14036
O -1.68843 -1.97608 -0.87874
Si -2.50712 1.48040 -0.20888
Cl -3.04082 0.07244 -1.49061
Cl -0.33299 -0.41241 0.64764
Cl -3.35374 0.45531 1.48486
H -1.14159 -2.78751 0.84917
*
```

total energy = -1784.0446 Eh
frontier orbital gap = 0.336 Ha
LUMO level = -0.440 eV
energy above the lowest of the compared OMol25 structures with the same formula, charge and spin = 2.694 eV
largest force on an atom = 4.15 eV Å⁻¹
HOMO level = -9.57 eV

=====

Molecular formula: CHCl4O3PS
Method: DFT, ωB97M-V/def2-TZVPD

```
! RIJCOSX wB97M-V def2-TZVPD def2/J DEFGRID3
* xyz 0 1
C -0.22210 0.18682 -0.58266
O -0.07006 2.59633 -2.00186
O 2.27555 0.56986 -1.76476
O 2.29342 -1.54598 -0.27862
P -0.01919 1.99425 -0.69958
S 2.11288 -0.15693 -0.55875
Cl 4.09786 0.35563 0.51436
Cl -1.58031 2.41155 0.47902
Cl 1.57345 2.45783 0.36728
Cl -0.17736 -0.59748 -2.05714
H -0.82297 -0.17718 0.09029
*
```

total energy = -2844.6661 Eh
frontier orbital gap (spin up / spin down) = 0.262 / 0.253 Ha
LUMO level (spin up / spin down) = -3.402 / -3.576 eV
largest force on an atom = 7.16 eV Å⁻¹
HOMO level (spin up / spin down) = -10.54 / -10.45 eV

=====

Molecular formula: CHClF2O
Method: DFT, ωB97M-V/def2-TZVPD

```
! RIJCOSX wB97M-V def2-TZVPD def2/J DEFGRID3
* xyz 0 1
F 1.26313 0.13678 1.14743
C 0.45798 -0.04602 0.07298
F 0.51230 -1.30459 -0.33602
O -0.92920 0.15700 0.49985
Cl -2.04764 0.38477 -0.80006
H 0.74344 0.67206 -0.58419
*
```

total energy = -773.7953 Eh
frontier orbital gap = 0.388 Ha
SMILES = FC(F)OCl
LUMO level = -0.591 eV
energy above the lowest of the compared OMol25 structures with the same formula, charge and spin = 2.388 eV
largest force on an atom = 3.87 eV Å⁻¹
HOMO level = -11.14 eV

=====

Molecular formula: CHClF2O
Method: DFT, ωB97M-V/def2-TZVPD

```
! RIJCOSX wB97M-V def2-TZVPD def2/J DEFGRID3
* xyz 0 3
C 0.21362 -1.14895 0.84885
O -0.33791 -0.12064 0.56518
F 2.33539 -0.31226 1.11306
F 0.54271 -2.08465 -0.04827
Cl -0.00613 -2.01941 2.41477
H 3.20332 0.31779 1.44740
*
```

total energy = -773.6447 Eh
frontier orbital gap (spin up / spin down) = 0.255 / 0.270 Ha
LUMO level (spin up / spin down) = 0.280 / -4.596 eV
energy above the lowest of the compared OMol25 structures with the same formula, charge and spin = 1.136 eV
largest force on an atom = 9.08 eV Å⁻¹
HOMO level (spin up / spin down) = -6.65 / -11.93 eV

=====

Molecular formula: CHClF2OS2
Method: DFT, ωB97M-V/def2-TZVPD

```
! RIJCOSX wB97M-V def2-TZVPD def2/J DEFGRID3
* xyz 0 3
C -0.80892 0.20624 -0.89673
O 2.02983 0.38128 -1.46795
F -0.58590 1.62489 -1.01380
F -2.09094 0.15209 -0.77228
S 0.36968 -0.03200 0.83449
S 1.73087 1.22814 -0.32599
Cl 3.10704 1.33482 1.20758
H 0.56567 -1.07109 0.07728
*
```

total energy = -1570.0067 Eh
frontier orbital gap (spin up / spin down) = 0.227 / 0.273 Ha
LUMO level (spin up / spin down) = -0.483 / -2.657 eV
energy above the lowest of the compared OMol25 structures with the same formula, charge and spin = 2.943 eV
largest force on an atom = 4.82 eV Å⁻¹
HOMO level (spin up / spin down) = -6.66 / -10.07 eV